a:
The following is a quantum chemistry calculation of a single C4H7ClN2 molecule, from the Open Molecules 2025 dataset.

Geometry as ORCA input:
```
! RIJCOSX wB97M-V def2-TZVPD def2/J DEFGRID3
* xyz 0 1
C -0.664 1.578 -0.008
C -1.320 0.336 -0.305
C -0.405 -0.893 -0.706
C 0.643 -1.211 0.388
N -0.237 2.654 0.271
N 1.604 -0.208 0.336
Cl 1.569 3.156 0.820
H -1.953 0.112 0.468
H -1.965 0.510 -1.306
H -1.076 -1.691 -0.770
H 0.114 -0.486 -1.640
H 0.359 -1.470 1.431
H 1.028 -2.030 -0.186
H 2.301 -0.357 1.209
*
```

Results
- highest occupied orbital energy (spin up / spin down) (eV) = -9.755 / -7.989


b:
The following is a quantum chemistry calculation of a molecular structure, C4H7ClN2, from the Open Molecules 2025 dataset.

Geometry as ORCA input:
```
! RIJCOSX wB97M-V def2-TZVPD def2/J DEFGRID3
* xyz 0 1
C -1.508 -0.184 0.115
C -0.513 -0.777 1.040
C 0.623 -0.144 1.119
C 1.180 0.918 0.230
H -0.751 0.458 -0.692
H -2.301 0.596 0.903
H -2.333 -1.260 -0.189
H -0.652 -1.616 1.677
H 1.536 1.713 0.709
H 0.251 -0.704 -1.399
H 0.953 0.166 -2.810
N 1.172 0.940 -1.056
N 0.470 0.188 -1.873
Cl 1.872 -0.295 2.227
*
```

Results
- highest occupied orbital energy (eV) = -8.997


c:
The following is a quantum chemistry calculation of 2 unconnected molecules or ions with the total composition C4H7ClN2, from the Open Molecules 2025 dataset.

Geometry as ORCA input:
```
! RIJCOSX wB97M-V def2-TZVPD def2/J DEFGRID3
* xyz 0 1
C -0.423 1.175 -0.605
C 0.418 0.179 0.198
C 1.913 0.253 0.252
N -0.072 -0.700 0.977
C -1.300 -0.855 1.233
N -2.333 -1.211 1.636
H -1.532 1.124 -0.149
H 0.116 2.136 -0.574
H -0.209 0.898 -1.667
H 2.340 1.319 0.162
H 2.378 -0.295 -0.657
H 2.400 -0.138 1.156
Cl -2.105 -1.866 -1.583
H -1.590 -2.021 -0.378
*
```

Results
- highest occupied orbital energy (eV) = -10.272
- structure (SMILES) = CC(C)=NC#N.Cl


d:
The following is a quantum chemistry calculation of 2 unconnected molecules or ions with the total composition C4H7ClN2, from the Open Molecules 2025 dataset.

Geometry as ORCA input:
```
! RIJCOSX wB97M-V def2-TZVPD def2/J DEFGRID3
* xyz 0 1
C -0.295 1.246 1.088
C -0.253 0.123 0.387
C 1.650 -0.560 0.012
C -1.143 -0.815 -0.250
N 1.807 -1.770 -0.190
N 2.425 0.506 -0.084
Cl 4.169 0.376 -0.180
H -1.190 1.878 1.135
H 0.589 1.590 1.731
H -1.550 -0.598 -1.255
H -0.595 -1.727 -0.340
H -1.955 -0.999 0.491
H 2.706 -2.059 -0.653
H 2.172 1.507 -0.093
*
```

Results
- highest occupied orbital energy (eV) = -9.012


Relative energies with respect to the most stable structure, expressed in hartree: a 0.1453; b 0.1393; c 0.0000; d 0.0881.


a:
The following is a quantum chemistry calculation of a gas-phase ion, C4H7N2O (charge +1), from the Open Molecules 2025 dataset.

Geometry as ORCA input:
```
! RIJCOSX wB97M-V def2-TZVPD def2/J DEFGRID3
* xyz 1 1
C -1.436 0.558 -0.301
C -0.606 0.969 -1.250
N 0.655 1.485 -0.915
C 1.417 0.936 -0.117
N 1.100 -0.350 0.578
C 0.319 -1.351 0.149
O -0.287 -2.101 1.019
H -1.190 0.711 0.669
H -2.552 0.377 -0.497
H -0.965 0.992 -2.257
H 2.260 1.493 0.259
H 1.291 -0.360 1.641
H 0.356 -1.676 -0.863
H -0.362 -1.683 1.885
*
```

Results
- highest occupied orbital energy (eV) = -14.032
- structure (SMILES) = C=C/N=C\[NH+]=C\O


b:
The following is a quantum chemistry calculation of a gas-phase ion, C4H7N2O (charge +1), from the Open Molecules 2025 dataset.

Geometry as ORCA input:
```
! RIJCOSX wB97M-V def2-TZVPD def2/J DEFGRID3
* xyz 1 1
C 1.097 0.640 1.959
N 0.691 1.004 0.794
C 0.105 0.221 -0.251
N 0.379 0.723 -1.454
C -0.736 -0.831 0.046
C -1.472 -1.481 -1.076
O -1.361 -1.109 -2.210
H 1.135 -0.396 2.175
H 1.409 1.425 2.732
H 0.665 2.067 0.604
H -0.076 -0.041 -1.980
H 1.290 0.994 -1.653
H -0.977 -1.006 0.980
H -2.149 -2.210 -0.666
*
```

Results
- highest occupied orbital energy (eV) = -13.690
- structure (SMILES) = C=[NH+]/C(N)=C/C=O


c:
The following is a quantum chemistry calculation of 2 unconnected molecules or ions with the total composition C4H7N2O, from the Open Molecules 2025 dataset.

Geometry as ORCA input:
```
! RIJCOSX wB97M-V def2-TZVPD def2/J DEFGRID3
* xyz 1 1
C -2.634 1.422 -0.342
C 1.148 1.476 0.041
C 1.577 0.435 -0.804
C -0.746 -0.873 1.039
N -1.745 0.755 -0.126
N -0.796 0.028 -0.071
O 0.825 2.313 0.730
H -3.008 2.326 -0.709
H 1.026 0.597 -1.703
H 1.486 -0.547 -0.296
H 2.623 0.668 -1.262
H 0.283 -1.152 1.070
H -1.143 -0.510 1.927
H -1.515 -1.771 0.839
*
```

Results
- highest occupied orbital energy (eV) = -12.770


d:
The following is a quantum chemistry calculation of a gas-phase ion, C4H7N2O (charge +1), from the Open Molecules 2025 dataset.

Geometry as ORCA input:
```
! RIJCOSX wB97M-V def2-TZVPD def2/J DEFGRID3
* xyz 1 1
C 0.721 -1.081 0.784
N 0.300 -1.487 -0.398
C -0.455 -0.584 -1.216
O 0.331 0.788 -1.774
C -0.571 0.853 -0.766
C -0.166 1.333 0.618
N 0.688 0.209 1.213
H 1.270 -1.792 1.434
H 0.326 -2.515 -0.689
H -0.999 -0.984 -2.067
H -1.565 1.235 -1.127
H 0.385 2.292 0.553
H -1.083 1.469 1.211
H 0.819 0.265 2.226
*
```

Results
- highest occupied orbital energy (eV) = -14.678
- structure (SMILES) = C1=[NH+][C@@H]2O[C@@H]2CN1


Relative energies with respect to the most stable structure, expressed in hartree: a 0.0361; b 0.0203; c 0.1377; d 0.0000.


a:
The following is a quantum chemistry calculation of a molecular structure, C3H8N2O, from the Open Molecules 2025 dataset.

Geometry as ORCA input:
```
! RIJCOSX wB97M-V def2-TZVPD def2/J DEFGRID3
* xyz 0 1
C 1.052 0.533 -0.138
C -0.094 -0.407 -0.078
C -1.467 0.195 -0.143
H 3.330 0.480 0.133
H 2.427 -1.127 0.443
H 0.980 1.431 0.856
H 1.161 1.495 -0.595
H 0.130 -1.178 -1.073
H 0.034 -0.964 0.616
H -2.257 -1.500 0.226
H -3.623 0.131 -0.071
N 2.369 -0.024 -0.111
N -2.505 -0.531 -0.028
O -1.536 1.467 -0.038
*
```

Results
- highest occupied orbital energy (eV) = -7.957


b:
The following is a quantum chemistry calculation of a single C3H8N2O molecule, from the Open Molecules 2025 dataset.

Geometry as ORCA input:
```
! RIJCOSX wB97M-V def2-TZVPD def2/J DEFGRID3
* xyz 0 1
H 0.754 2.227 1.870
N 0.855 2.046 0.902
C 0.027 1.120 0.511
N -0.241 0.792 -0.767
C -0.912 -0.458 -0.992
C -0.088 -1.645 -0.511
O 0.316 -1.409 0.846
H -0.719 0.747 1.166
H 0.553 1.090 -1.320
H -1.879 -0.450 -0.535
H -1.159 -0.429 -2.059
H 0.782 -1.543 -1.137
H -0.584 -2.594 -0.769
H 1.267 -1.746 1.026
*
```

Results
- highest occupied orbital energy (eV) = -8.732
- structure (SMILES) = [H]/N=C/NCCO


c:
The following is a quantum chemistry calculation of a single C3H8N2O molecule, from the Open Molecules 2025 dataset.

Geometry as ORCA input:
```
! RIJCOSX wB97M-V def2-TZVPD def2/J DEFGRID3
* xyz 0 1
N -1.052 -0.937 1.366
C -0.062 0.087 1.380
C 0.834 -0.004 0.173
C 0.021 -0.087 -1.128
N 0.336 0.846 -2.078
O -0.770 -0.971 -1.383
H -1.466 -1.142 0.468
H -1.795 -0.906 2.031
H 0.581 -0.054 2.252
H -0.437 1.101 1.534
H 1.404 0.895 0.067
H 1.314 -0.977 0.186
H 0.081 0.592 -3.011
H 1.010 1.556 -1.857
*
```

Results
- highest occupied orbital energy (eV) = -8.704
- structure (SMILES) = NCCC(N)=O


d:
The following is a quantum chemistry calculation of a single C3H8N2O molecule, from the Open Molecules 2025 dataset.

Geometry as ORCA input:
```
! RIJCOSX wB97M-V def2-TZVPD def2/J DEFGRID3
* xyz 0 1
C 1.719 1.908 -0.763
N 0.212 1.287 -0.653
C -0.040 -0.155 -0.453
O 0.437 -0.945 -1.230
N -0.851 -0.479 0.587
C -1.089 -1.884 0.896
H 1.981 2.100 0.289
H 0.011 1.522 -1.617
H 2.265 0.996 -1.059
H -0.361 1.885 -0.058
H -1.076 0.205 1.292
H -0.262 -2.317 1.467
H -2.015 -1.980 1.468
H -1.187 -2.439 -0.040
*
```

Results
- highest occupied orbital energy (eV) = -6.965


Relative energies with respect to the most stable structure, expressed in hartree: a 0.2005; b 0.0491; c 0.0000; d 0.1151.


a:
The following is a quantum chemistry calculation of a single C3H8N2O molecule, from the Open Molecules 2025 dataset.

Geometry as ORCA input:
```
! RIJCOSX wB97M-V def2-TZVPD def2/J DEFGRID3
* xyz 0 1
C -2.246 0.090 0.021
N -1.038 0.071 0.826
C 0.116 0.614 0.128
O 0.240 1.733 -0.330
N 0.983 -0.418 0.087
C 2.307 -0.423 -0.488
H -2.541 1.102 -0.276
H -3.048 -0.391 0.588
H -2.071 -0.508 -0.883
H -1.156 0.535 1.718
H 0.494 -1.177 0.546
H 3.076 -0.616 0.270
H 2.402 -1.175 -1.280
H 2.484 0.564 -0.924
*
```

Results
- highest occupied orbital energy (eV) = -9.330
- structure (SMILES) = CNC(=O)NC


b:
The following is a quantum chemistry calculation of a single C3H8N2O molecule, from the Open Molecules 2025 dataset.

Geometry as ORCA input:
```
! RIJCOSX wB97M-V def2-TZVPD def2/J DEFGRID3
* xyz 0 1
C 1.797 1.596 1.088
N 1.031 0.784 0.519
N -0.364 0.828 0.745
O -0.958 -0.442 0.870
C -0.551 -1.335 -0.150
C -0.920 -0.859 -1.548
H 2.821 1.657 0.768
H 1.437 2.319 1.821
H -0.724 1.384 1.523
H -1.079 -2.257 0.107
H 0.545 -1.461 -0.078
H -0.302 -0.001 -1.821
H -1.975 -0.552 -1.575
H -0.758 -1.660 -2.269
*
```

Results
- highest occupied orbital energy (eV) = -8.521
- structure (SMILES) = C=NNOCC


Relative energies with respect to the most stable structure, expressed in hartree: a 0.0000; b 0.1277.


a:
The following is a quantum chemistry calculation of a single C3H8N2O molecule, from the Open Molecules 2025 dataset.

Geometry as ORCA input:
```
! RIJCOSX wB97M-V def2-TZVPD def2/J DEFGRID3
* xyz 0 1
C -1.270 -1.009 0.318
N -0.227 0.010 0.299
C -0.669 1.251 -0.344
C 1.007 -0.486 -0.197
N 2.084 0.246 0.243
O 1.112 -1.453 -0.926
H -0.915 -1.889 0.868
H -2.139 -0.585 0.833
H -1.564 -1.333 -0.690
H -1.093 1.063 -1.344
H -1.443 1.725 0.270
H 0.177 1.932 -0.459
H 2.987 -0.175 0.077
H 1.959 0.724 1.120
*
```

Results
- highest occupied orbital energy (eV) = -9.207
- structure (SMILES) = CN(C)C(N)=O


b:
The following is a quantum chemistry calculation of 2 unconnected molecules or ions with the total composition C3H8N2O, from the Open Molecules 2025 dataset.

Geometry as ORCA input:
```
! RIJCOSX wB97M-V def2-TZVPD def2/J DEFGRID3
* xyz 0 1
N -2.353 0.525 0.580
C -1.725 1.505 0.185
O -1.116 2.425 -0.193
H -3.341 0.658 0.737
C 1.623 -0.083 0.723
N 0.299 -0.237 0.157
C 0.253 -0.904 -1.137
H 1.562 0.388 1.712
H 2.191 -1.024 0.818
H 2.193 0.593 0.077
H -0.339 -0.664 0.812
H -0.650 -0.595 -1.674
H 1.125 -0.582 -1.716
H 0.278 -2.006 -1.080
*
```

Results
- highest occupied orbital energy (eV) = -8.625
- structure (SMILES) = N=C=O.CNC


c:
The following is a quantum chemistry calculation of 3 unconnected molecules or ions with the total composition C3H8N2O, from the Open Molecules 2025 dataset.

Geometry as ORCA input:
```
! RIJCOSX wB97M-V def2-TZVPD def2/J DEFGRID3
* xyz 0 1
C -1.533 0.842 -0.366
C -1.339 -0.426 0.491
C 0.616 -1.077 -0.384
H -0.452 1.367 -0.364
H -2.246 1.566 0.088
H -1.990 0.771 -1.409
H -0.729 -0.092 1.339
H -2.373 -0.833 0.717
H 1.308 -1.843 -0.937
H 2.618 1.543 0.170
H 3.165 -0.563 0.889
N 1.054 0.000 0.063
N 2.525 0.191 -0.107
O -0.624 -1.446 -0.189
*
```

Results
- highest occupied orbital energy (eV) = -8.897


d:
The following is a quantum chemistry calculation of a single C3H8N2O molecule, from the Open Molecules 2025 dataset.

Geometry as ORCA input:
```
! RIJCOSX wB97M-V def2-TZVPD def2/J DEFGRID3
* xyz 0 1
C 0.707 -2.175 -0.950
C -0.029 -1.417 0.149
N 0.524 -0.082 0.331
C -0.125 1.112 0.208
N -1.522 1.040 0.179
O 0.476 2.166 0.119
H 1.655 -2.626 -0.661
H 0.886 -1.501 -1.786
H 0.079 -2.973 -1.353
H -1.046 -1.283 -0.214
H -0.073 -1.958 1.092
H 1.528 0.016 0.280
H -1.922 1.963 0.315
H -1.900 0.395 0.861
*
```

Results
- highest occupied orbital energy (eV) = -9.585
- structure (SMILES) = CCNC(N)=O


Relative energies with respect to the most stable structure, expressed in hartree: a 0.0146; b 0.0479; c 0.2282; d 0.0000.


a:
The following is a quantum chemistry calculation of a single C3H8N2O molecule, from the Open Molecules 2025 dataset.

Geometry as ORCA input:
```
! RIJCOSX wB97M-V def2-TZVPD def2/J DEFGRID3
* xyz 0 1
C -2.448 0.820 0.443
N -1.451 -0.407 0.254
C -0.169 -0.199 -0.453
O -0.193 0.048 -1.635
N 0.952 -0.339 0.295
C 2.253 -0.124 -0.325
H -2.007 1.394 1.277
H -2.007 -1.026 -0.336
H -2.234 1.383 -0.483
H -1.321 -0.874 1.152
H 0.896 -0.448 1.296
H 2.560 0.926 -0.267
H 3.007 -0.751 0.158
H 2.163 -0.403 -1.377
*
```

Results
- highest occupied orbital energy (eV) = -6.852


b:
The following is a quantum chemistry calculation of a molecular structure, C3H8N2O, from the Open Molecules 2025 dataset.

Geometry as ORCA input:
```
! RIJCOSX wB97M-V def2-TZVPD def2/J DEFGRID3
* xyz 0 1
O -2.846 0.100 0.223
C -1.569 0.472 0.110
C -0.752 -0.979 0.053
N 0.477 -1.144 0.795
C 1.577 -0.490 0.251
N 1.178 1.169 -0.463
H -1.115 1.020 0.921
H -1.482 -1.661 0.542
H -1.388 0.963 -0.904
H -0.748 -1.494 -0.926
H 1.949 -1.073 -0.642
H 2.343 -0.235 1.064
H 0.334 1.772 -0.279
H 2.042 1.581 -0.746
*
```

Results
- highest occupied orbital energy (eV) = -9.124


c:
The following is a quantum chemistry calculation of 2 unconnected molecules or ions with the total composition C3H8N2O, from the Open Molecules 2025 dataset.

Geometry as ORCA input:
```
! RIJCOSX wB97M-V def2-TZVPD def2/J DEFGRID3
* xyz 0 1
H 1.745 2.135 -0.738
N 1.071 1.806 -0.035
C 0.466 0.746 -0.450
N 0.810 0.094 -1.597
C -0.793 0.044 0.568
C -1.730 -0.796 0.097
H 0.910 -0.910 -1.484
H 0.270 0.220 -2.446
H -1.047 0.865 1.226
H -2.778 -0.555 0.230
H -1.477 -1.727 -0.391
O 0.786 -0.947 1.497
H 1.262 -0.129 1.102
H 0.505 -0.846 2.422
*
```

Results
- highest occupied orbital energy (eV) = -8.128
- structure (SMILES) = [H]/N=C(\N)C=C.O


Relative energies with respect to the most stable structure, expressed in hartree: a 0.0000; b 0.1803; c 0.0354.